This record from the OMol25 dataset describes one molecule with the formula C23H30ClN3O4. The level of theory is ωB97M-V/def2-TZVPD.

```
61
Properties=species:S:1:pos:R:3:lowdin_charge:R:1
O -0.09284 -0.35053 2.81745 -0.056
H 0.94212 3.99331 0.58606 0.126
C 0.95065 3.22980 -1.43086 -0.084
H -1.28556 -3.58977 -0.10407 0.129
H 1.45404 -1.03415 3.87805 0.098
C 2.96448 0.21141 -0.40721 -0.154
C -0.64451 -1.12617 -2.22931 -0.180
H -0.49369 4.40690 -0.35634 0.117
C -0.60433 0.51770 1.90879 -0.191
H -3.48148 0.00839 3.61284 0.100
N 2.03165 1.16985 -0.81684 0.136
C 1.25377 -0.20616 3.20005 -0.063
C -4.39804 1.47017 -0.88832 -0.078
C 2.23804 2.47796 -1.13175 -0.467
C -1.80882 2.15353 0.00696 0.013
H -0.93681 -0.95895 -3.26948 0.124
H -2.25507 2.79359 -0.73723 0.112
C 3.42891 -2.08281 0.14773 -0.018
C -3.70756 -0.62489 2.74834 -0.060
H 1.07494 0.84227 -0.76385 0.113
H 3.13052 -3.11691 0.20642 0.106
Cl 6.70250 0.03110 0.95787 0.671
H -5.36468 0.99550 -1.05017 0.097
H 1.03148 -3.55172 -0.83019 0.128
H -3.09840 -3.29525 -1.61172 0.086
C 0.21464 3.60785 -0.12984 -0.126
C 0.07347 1.61841 1.39768 0.015
H -3.82965 1.45673 -1.82391 0.095
H -4.04445 -1.60105 3.09168 0.094
H 1.06931 1.85237 1.73736 0.118
C -1.91354 0.24676 1.48058 -0.164
H -2.95815 -2.13335 -2.93932 0.084
H 1.92811 -0.27182 2.33961 0.086
H 1.17602 -2.14473 -2.72437 0.134
O -3.76670 0.70816 0.11100 -0.099
H -4.55279 2.50556 -0.56871 0.098
H 0.29588 2.63294 -2.06845 0.118
H 5.37749 -2.48685 0.93924 0.103
C -0.86345 -2.62540 -0.39556 -0.162
O -2.54421 -0.87023 1.98437 -0.093
C 4.24844 0.55822 -0.01343 -0.032
H 1.22862 4.14137 -1.96097 0.121
C 4.70347 -1.73572 0.56004 -0.111
H 1.37128 -0.38970 -2.55236 0.120
N -1.25594 -2.35726 -1.77041 -0.213
C -2.51002 1.06541 0.51184 -0.204
H -1.25383 -1.85967 0.28938 0.106
C 5.10846 -0.41755 0.46225 -0.675
H -4.49201 -0.15576 2.14916 0.084
C -2.69713 -2.32484 -1.89899 -0.086
H 1.42532 0.73772 3.72750 0.099
H 4.56485 1.58582 -0.07494 0.101
O 3.32296 3.01406 -1.17642 0.077
C 0.65549 -2.68829 -0.25855 -0.154
C -0.52719 2.43907 0.45440 -0.238
H -0.97314 -0.25722 -1.62555 0.119
C 0.87175 -1.26456 -2.13592 -0.142
H -3.16113 -1.55485 -1.26498 0.080
C 2.54149 -1.13559 -0.35487 -0.186
N 1.22979 -1.44629 -0.73793 -0.102
H 0.90516 -2.81389 0.79612 0.127
```

Results
- total energy (eV) = -49520.3220
- SMILES = COc1cc(CCC(=O)Nc2cc(Cl)ccc2N2CCN(C)CC2)cc(OC)c1OC
- E_LUMO (eV) = 0.6
- net charge = 0
- HOMO level (eV) = -7.94
- gap between HOMO and LUMO (eV) = 8.499